C26H18IrNO6PSe3Te | the ωB97M-V functional and the def2-TZVPD basis

Values from the calculation:
energy above the lowest of the compared OMol25 structures with the same formula, charge and spin = 255.0 kJ/mol
orbital gap (alpha / beta) = 4.87 / 5.23 eV
energy = -9425.8736 Ha
net charge = 0
spin multiplicity = 2
molecular weight = 1028.10 g mol⁻¹

```
57
Properties=species:S:1:pos:R:3:forces:R:3:lowdin_spin:R:1
C -3.508481 2.281168 0.301517 0.00 0.00 0.00 -0.0001
H -3.807807 3.541924 2.009613 0.00 0.00 0.01 0.0000
C -3.109989 2.919588 1.465529 0.00 0.01 0.00 -0.0001
C -0.772270 1.144735 -3.157497 -0.01 0.00 -0.02 0.0003
C -1.439633 -2.601521 -2.400106 -0.05 0.15 -0.05 0.0026
O -2.004930 -3.453274 -3.065049 0.00 -0.04 0.03 0.0002
O -2.601084 -0.557814 3.608730 -0.05 -0.02 -0.04 0.0061
C -1.144735 1.187503 -4.484598 -0.01 -0.01 0.00 0.0000
H -2.948899 0.970033 -1.292090 0.01 -0.01 0.00 0.0000
Ir -0.163270 -1.877165 0.383244 -0.39 0.06 -0.01 0.7637
H 5.000706 2.152205 -1.540732 0.00 0.01 -0.01 0.0001
C 2.860891 -1.277860 1.327813 -0.31 0.09 0.16 0.0064
H -1.506160 3.222982 2.858717 0.00 0.00 0.00 0.0000
Te -2.846542 -6.580250 1.661973 -0.29 -0.41 0.15 0.0036
H -1.868233 0.034427 -6.146975 0.00 0.00 0.00 0.0000
C -0.343951 -0.625786 2.994082 0.15 0.07 0.11 -0.0022
C -1.273119 -1.219434 -3.041021 -0.02 -0.04 0.03 0.0012
H 4.279719 -0.004715 -2.527824 0.01 -0.01 0.00 0.0000
C -1.319368 1.297355 0.071592 -0.01 -0.01 -0.01 -0.0015
H -0.427270 2.051166 -2.673318 0.01 0.00 0.02 0.0000
C 3.092495 2.542262 -0.645614 0.01 -0.01 -0.02 0.0002
H 1.649898 0.929503 5.248521 -0.02 0.00 0.01 -0.0001
Se -0.131664 -4.198922 1.444205 -0.07 0.03 0.06 0.0081
C -1.819054 2.743583 1.940220 -0.02 0.01 0.01 0.0000
N 0.574344 -1.013171 2.103082 0.03 0.07 -0.14 0.0009
H 1.098349 2.703515 0.098172 0.03 -0.02 0.00 0.0000
C 1.347345 0.378778 4.368298 0.11 -0.04 -0.09 -0.0017
C -1.641886 -1.156843 -4.388699 -0.01 -0.03 0.04 -0.0001
C 1.796058 2.081226 -0.444090 -0.05 0.09 -0.07 0.0012
C 0.025211 0.061054 4.147845 -0.11 -0.04 -0.03 0.0001
P -0.240233 0.068431 -0.715016 0.12 0.09 -0.11 0.0109
C -1.833279 -0.914671 2.726082 0.02 0.04 0.17 0.0058
H 3.389302 3.497028 -0.231357 0.01 0.00 0.00 0.0000
H -4.520247 2.398473 -0.063331 0.00 0.01 -0.01 0.0000
Se -2.323499 -4.322776 0.996244 0.23 0.44 -0.23 0.0002
C 3.992227 1.792078 -1.383889 0.00 0.01 0.02 0.0011
C -2.620212 1.474686 -0.392973 0.00 0.00 0.00 -0.0001
H -1.094670 2.119390 -5.032475 0.00 0.00 0.00 0.0000
C -0.826927 -0.047725 -2.425999 0.00 0.05 0.00 0.0021
O -0.998318 -2.843892 -1.215149 0.07 -0.07 0.11 0.0093
C 1.875503 -0.737907 2.331322 0.16 -0.16 -0.25 0.0006
O 4.115629 -0.910078 1.622782 0.03 -0.01 -0.12 0.0019
C -1.577914 0.021107 -5.104382 0.00 0.01 -0.02 0.0001
H 3.349215 0.181244 3.570934 0.02 -0.01 -0.02 0.0001
H -0.775275 0.332401 4.821324 0.02 0.02 0.02 0.0003
Se -0.854803 -7.368753 2.582197 0.18 -0.13 0.05 0.0039
H 4.688394 -1.277762 0.932904 -0.01 0.00 -0.01 0.0001
C 2.304540 0.115663 -1.721865 -0.01 -0.03 0.00 0.0050
H -1.988428 -2.073651 -4.843098 0.00 0.01 -0.01 0.0000
H 0.060883 1.781901 1.657350 0.00 -0.02 0.01 0.0000
C 2.300417 -0.029607 3.437538 -0.27 -0.02 0.12 0.0001
O 2.575094 -1.971463 0.386593 0.28 -0.01 0.16 0.0542
O -2.098697 -1.492958 1.628542 0.17 0.03 -0.19 0.1080
H 2.004655 -0.839057 -2.138756 -0.01 -0.01 0.02 0.0024
C 3.590016 0.579572 -1.932361 0.03 0.01 -0.03 0.0003
C 1.392229 0.860141 -0.971201 0.02 -0.08 0.12 0.0046
C -0.932270 1.931931 1.252497 -0.01 -0.05 0.05 0.0000
```
Forces are in eV/Å.



C26H18N4O2Pd | the ωB97M-V functional and the def2-TZVPD basis

Values from the calculation:
energy above the lowest of the compared OMol25 structures with the same formula, charge and spin = 61.8 kJ/mol
orbital gap = 7.59 eV
energy = -1498.9992 Ha
net charge = 0
molecular weight = 524.88 g mol⁻¹

```
51
Properties=species:S:1:pos:R:3:forces:R:3:nbo_charge:R:1
H 0.522511 1.717447 6.117467 0.00 0.00 0.00 0.2167
N -1.295422 -1.634419 -1.441645 0.12 -0.08 0.11 -0.2734
H 2.631525 3.970143 -1.486865 0.00 0.00 0.00 0.2247
C 2.252005 3.510584 -0.584754 -0.01 -0.01 -0.01 -0.2579
Pd -0.550042 -0.480048 -0.080994 -0.11 0.24 0.07 1.0111
H 1.219374 1.924225 -1.636877 0.01 -0.03 -0.03 0.2210
C -0.604972 -0.156653 3.535256 0.05 0.00 0.01 0.0758
C -3.179791 -2.456573 -0.165056 -0.02 -0.03 -0.01 -0.2746
H 1.701982 -2.106372 -6.892339 0.00 0.00 0.00 0.2128
H 4.482391 0.189188 -4.587122 0.00 0.00 0.00 0.2113
C 1.454713 2.359432 -0.675691 -0.03 0.06 0.03 0.0713
H -2.547641 -3.023863 -2.166146 0.01 0.00 0.00 0.2084
H -5.717782 -2.716408 2.741779 0.00 0.00 0.00 0.2107
C 2.661114 -0.349951 -3.596465 -0.01 -0.03 0.01 -0.1981
H -5.945540 -4.222539 0.769283 0.00 0.00 0.00 0.2144
H -0.868340 -0.304221 5.669063 0.00 0.00 0.00 0.2239
N -0.081583 0.470127 2.505389 0.16 -0.14 -0.07 -0.4236
H -4.327487 -4.019519 -1.080307 0.00 0.00 0.00 0.2063
H 3.867555 -0.927987 -6.705419 0.00 0.00 0.00 0.2115
C 1.100223 -1.643557 -4.891905 -0.01 0.01 -0.01 -0.1847
C 1.971465 -1.612080 -5.967908 0.00 0.00 0.00 -0.2210
C 1.439834 -1.008213 -3.700108 0.01 0.01 0.02 -0.0448
H 1.909413 3.594658 5.196796 0.00 0.00 0.00 0.2150
H -1.210168 -1.022917 3.303778 -0.03 -0.02 -0.01 0.2153
N 0.955519 1.743043 0.374402 -0.10 0.03 -0.08 -0.4533
C 2.010029 3.390440 1.791811 -0.01 0.00 -0.01 -0.1140
C 1.729221 3.231428 4.192398 0.00 0.01 -0.01 -0.1725
C 0.919798 2.056823 4.025744 -0.01 -0.01 -0.01 -0.0924
C 0.351163 1.364689 5.107383 0.01 0.01 0.00 -0.1400
N -0.590564 -1.696247 -2.635801 0.05 -0.13 0.02 -0.4200
C -3.029975 -1.610182 0.961072 -0.04 0.07 0.03 0.4699
C 2.251251 3.867445 3.124940 0.00 0.00 0.01 -0.1862
C -5.142290 -3.500998 0.818626 0.00 0.00 -0.01 -0.2864
C -3.991034 -1.733941 1.994157 0.00 0.01 0.01 -0.3136
C 0.669266 1.558342 2.739070 -0.04 0.04 -0.06 0.1483
H -3.896787 -1.067913 2.842341 0.01 0.00 0.00 0.2150
C 0.516904 -1.026120 -2.534112 0.02 0.04 0.00 0.5358
C -0.413198 0.255000 4.863344 -0.02 -0.02 -0.02 -0.2532
H 0.150795 -2.155670 -4.960522 0.00 0.00 0.00 0.2330
O 0.877247 -0.360437 -1.481444 0.09 -0.02 0.01 -0.7204
C 3.532014 -0.321501 -4.675404 0.00 0.00 0.00 -0.2219
C 1.223237 2.247181 1.590722 0.02 -0.08 0.04 0.2388
O -2.091234 -0.721004 1.121351 -0.08 -0.06 0.03 -0.7279
H 3.144118 4.911637 0.768017 0.00 0.00 -0.01 0.2156
H 2.924095 0.122913 -2.660425 -0.01 0.02 0.01 0.2276
C -5.007603 -2.652168 1.926314 0.01 0.00 0.00 -0.1624
C -4.238263 -3.385905 -0.205103 -0.01 0.00 0.00 -0.1283
C 2.531173 4.025581 0.652925 0.00 -0.01 0.01 -0.1286
C -2.320282 -2.395789 -1.309315 -0.03 0.12 -0.07 0.1516
H 2.861855 4.753146 3.251192 0.00 0.00 0.01 0.2162
C 3.188205 -0.950278 -5.862894 0.00 0.00 -0.01 -0.2025
```
Forces are in eV/Å.



C26H19BF4N8O2Pb | the ωB97M-V functional and the def2-TZVPD basis

Values from the calculation:
energy above the lowest of the compared OMol25 structures with the same formula, charge and spin = 163.4 kJ/mol
orbital gap (alpha / beta) = 5.20 / 5.05 eV
energy = -2207.5667 Ha
net charge = +2
molecular weight = 769.50 g mol⁻¹

```
61
Properties=species:S:1:pos:R:3:forces:R:3:nbo_charge:R:1
C 1.500927 2.908805 -2.262629 0.11 0.08 0.14 -0.1538
C -2.742173 -2.914782 -0.129048 0.02 -0.05 0.25 0.0896
N 1.062342 -2.788912 1.116528 -0.52 0.83 -1.54 -0.4604
H 2.328130 4.395732 -5.185155 0.01 0.00 0.00 0.2509
H -4.327422 3.225176 2.902085 -0.01 0.01 -0.03 0.2525
C -3.772567 -3.614124 -0.744023 -0.09 0.09 -0.15 -0.2001
C 2.327919 3.659165 -1.401650 -0.19 -0.05 -0.53 0.2766
N -0.060409 1.126401 -2.453218 0.32 -0.01 -1.45 -0.2196
H -4.913155 -3.802286 -2.552103 0.01 0.01 -0.03 0.2597
C 1.508749 3.182304 -3.640042 0.02 -0.01 -0.03 -0.1302
N 0.714826 1.670257 -0.332147 -0.20 -0.26 -0.33 -0.5466
O 0.221105 -2.351724 4.501940 -0.33 0.39 -0.12 -0.4864
N -1.820765 0.810678 1.247841 -0.13 0.08 -0.32 -0.5122
C 2.315636 4.178157 -4.126357 -0.04 -0.03 -0.04 -0.1780
C 3.142506 4.670855 -1.905095 0.08 0.06 0.12 -0.2490
H 1.806247 -3.277210 -0.751919 0.01 -0.01 0.04 0.2241
H -2.098097 -0.129884 -3.582532 0.02 0.15 0.07 0.2447
C 0.203377 -2.089239 3.328447 0.58 -0.55 -0.51 0.6384
H -2.440787 -3.144902 0.887231 0.02 -0.02 -0.03 0.2301
F 2.306415 -0.780503 -0.654703 -0.48 -0.03 -0.35 -0.5655
H -3.690414 -1.950262 -3.682033 0.01 0.06 0.02 0.2512
C 1.892081 -3.900356 3.018141 0.12 -0.05 -0.41 -0.1728
H 2.944364 3.818183 0.558914 -0.04 -0.03 0.10 0.4542
H -2.998570 1.602468 4.274421 0.03 -0.06 -0.01 0.2777
H 1.622633 2.134336 1.465984 0.08 0.05 0.00 0.2540
C 1.845256 -3.497480 0.306079 0.25 -0.39 -0.04 0.0673
O -1.351714 -0.144908 4.591993 0.07 -0.09 -0.07 -0.4754
F 3.660814 0.896915 0.139019 -0.05 -0.17 0.04 -0.5543
C -1.741024 -0.458856 -2.608443 0.01 0.26 -0.33 0.0919
C 2.692392 -4.462858 0.823609 -0.19 0.17 -0.20 -0.2104
C -3.437467 -2.241503 -2.670751 0.09 0.08 -0.05 -0.1729
C 0.695148 1.895646 -1.660583 -0.16 -0.02 0.76 0.4478
C -3.625024 2.550281 2.431899 0.11 -0.15 0.10 -0.1124
Pb -0.167474 -0.756036 0.339511 0.35 -0.20 1.67 1.7799
N -0.515390 -1.125729 2.651719 -0.40 0.59 -0.24 -0.7773
H 1.874774 -4.005480 4.092499 -0.02 0.02 -0.02 0.2763
C -2.515706 1.682200 0.513383 -0.02 0.07 -0.29 0.0491
H -2.323748 1.674080 -0.554083 -0.02 0.03 0.03 0.1961
C 1.077609 -2.952967 2.416019 -0.20 0.10 1.21 0.1149
F 2.154082 -0.163638 1.516987 -0.34 0.12 0.02 -0.5700
C 3.132131 4.920405 -3.257464 -0.01 -0.03 0.04 -0.1051
H 3.324972 -5.031569 0.157820 0.01 0.01 0.01 0.2537
C -2.015359 0.792543 2.567312 -0.02 0.02 0.03 0.1098
C -3.435202 2.558745 1.057570 0.04 -0.01 0.00 -0.2259
C -2.424915 -1.586766 -1.985109 -0.06 -0.26 0.16 0.1195
H 3.767756 5.697186 -3.660100 0.00 0.01 0.02 0.2525
C -2.897349 1.653768 3.200024 -0.12 0.16 -0.08 -0.1753
C -1.258208 -0.200017 3.395806 0.36 -0.42 -0.17 0.6330
C 1.553412 2.364989 0.411805 0.15 0.13 0.25 0.3957
H -3.987123 3.236499 0.422050 0.04 -0.02 -0.05 0.2505
C 2.711102 -4.658956 2.194147 0.06 -0.06 0.32 -0.1107
C -4.118742 -3.275597 -2.041275 0.04 -0.06 0.18 -0.1108
H 3.375007 -5.392311 2.633479 -0.01 -0.01 -0.05 0.2497
H 3.773876 5.243335 -1.237122 0.01 0.00 -0.02 0.2459
N -2.084808 -1.932544 -0.735106 0.17 -0.12 0.12 -0.4943
H 0.878122 2.599250 -4.296270 0.01 0.01 -0.01 0.2472
N -0.802401 0.180773 -2.027958 0.30 -0.40 1.56 -0.1446
N 2.298207 3.345665 -0.061330 -0.10 -0.09 0.11 -0.4669
B 3.121294 -0.346041 0.454167 0.29 -0.02 0.13 1.3535
F 4.025891 -1.301068 0.790109 -0.11 0.12 -0.06 -0.5199
H -4.293090 -4.396271 -0.210278 0.06 -0.02 0.02 0.2630
```
Forces are in eV/Å.



C26H19Cl2N6O5Rb | the ωB97M-V functional and the def2-TZVPD basis

Values from the calculation:
energy above the lowest of the compared OMol25 structures with the same formula, charge and spin = 20.0 kJ/mol
orbital gap = 5.98 eV
energy = -2651.6512 Ha
net charge = -2
molecular weight = 651.85 g mol⁻¹

```
59
Properties=species:S:1:pos:R:3:forces:R:3:nbo_charge:R:1
H -3.917257 -1.768196 1.126976 -0.05 -0.02 -0.05 0.3725
N 1.680366 -1.641011 0.946500 0.06 -0.06 0.07 -0.4530
H 4.704872 5.446149 4.546484 0.01 0.00 0.00 0.1922
Cl 1.726810 -2.468417 -6.771409 -0.03 0.01 0.01 -0.0567
H 2.679424 4.146898 3.900214 -0.01 0.01 0.01 0.2231
C -2.055976 -2.306101 0.786725 -0.01 0.03 -0.06 0.7901
C 0.881371 -1.703945 -5.439721 0.07 -0.05 -0.01 -0.0843
C 2.589283 -2.087159 0.079361 -0.11 0.09 -0.07 0.1612
Rb 0.419500 0.947463 0.238032 -0.26 -0.55 -0.32 0.9374
C 3.441351 4.389933 3.170406 0.03 -0.08 0.02 -0.1857
C -3.193878 1.738550 1.150454 0.03 -0.06 0.02 0.0355
H -3.883731 2.018692 -2.560285 0.00 0.00 -0.01 0.2177
C -4.039830 2.749746 0.737046 -0.01 0.00 -0.02 -0.2914
C 1.996349 3.189492 1.466751 0.02 0.17 -0.08 0.7359
C -3.715282 1.969797 -1.492742 -0.01 -0.06 0.00 -0.2399
C -0.398586 -0.486211 -3.280885 -0.03 0.03 0.15 0.1445
O -3.007238 -0.982498 -2.275559 0.01 -0.05 0.01 -0.7848
N -1.200204 -2.568193 -0.239385 0.03 0.06 -0.09 -0.8566
H 2.331791 -2.361693 -4.013298 0.01 0.01 -0.02 0.2654
H -1.541537 -2.381515 -1.173457 -0.03 0.00 0.01 0.4053
H -0.234091 -2.297326 -0.097456 -0.02 0.02 0.11 0.4288
H -3.552181 -1.890229 -0.522151 0.02 0.00 -0.01 0.4157
N -3.396099 -2.257657 0.415843 0.03 0.00 0.11 -0.8769
Cl -1.037357 -0.893218 -7.227313 0.03 -0.01 0.04 -0.0575
C 1.978126 -1.632373 2.244753 -0.01 -0.05 -0.06 0.0468
H -1.858164 0.105956 -4.715210 0.00 0.00 0.00 0.2180
C 3.836218 -2.549997 0.496314 -0.01 -0.02 -0.04 -0.2389
C 1.424548 -1.801368 -4.168562 -0.02 -0.01 0.00 -0.2892
H -2.948827 1.618474 2.201148 0.00 -0.01 0.00 0.1913
H -4.467022 3.432877 1.459331 -0.01 0.01 -0.01 0.2030
C 2.247351 -2.110125 -1.415252 0.18 0.01 0.12 0.5735
H 6.166807 5.084324 0.536651 0.00 0.01 0.01 0.1957
H 6.464869 5.892838 2.860223 0.01 0.00 0.00 0.1913
C 0.807492 -1.209605 -3.055364 -0.03 0.03 0.18 0.2153
C -2.873809 0.977869 -0.982738 0.02 -0.03 -0.07 0.1841
C -0.302707 -1.025076 -5.642559 -0.06 0.03 -0.07 -0.0747
C 4.580893 5.098914 3.526710 0.00 0.00 0.00 -0.2371
H 1.192918 -1.281031 2.905506 -0.01 0.00 0.01 0.2038
H 4.077750 3.891918 -0.097676 -0.01 -0.01 0.00 0.2305
H 4.513642 -2.925790 -0.257159 0.01 0.01 0.01 0.2366
C -2.251078 -0.030082 -1.934298 0.00 0.13 0.04 0.5766
C -0.929003 -0.426097 -4.562736 -0.02 0.00 -0.02 -0.2546
O 2.934711 -2.906276 -2.093009 -0.02 0.04 -0.03 -0.7377
C 4.148918 -2.512118 1.841123 0.04 -0.02 0.02 -0.1871
C 4.242922 4.219249 0.920606 -0.03 0.08 -0.02 -0.1796
O 1.496154 2.431724 2.329411 0.10 0.23 0.17 -0.7771
O 1.594113 3.391055 0.297131 0.17 0.16 0.10 -0.7751
C 3.257232 3.952381 1.864116 0.07 0.01 0.10 -0.1152
C -4.301352 2.865208 -0.624813 -0.02 0.03 0.04 -0.1808
O -1.703894 -2.182135 1.955365 -0.02 -0.04 0.06 -0.7099
C 3.202517 -2.044035 2.742905 -0.03 0.01 0.01 -0.2797
C 5.398115 4.899958 1.278625 0.01 0.01 0.00 -0.2333
N -1.019632 0.252714 -2.255749 -0.03 -0.07 -0.16 -0.6511
C 5.568199 5.350888 2.582232 -0.02 -0.01 -0.01 -0.2414
H 3.401194 -1.993763 3.805457 0.02 -0.01 0.00 0.2028
H -4.947916 3.651397 -0.997699 0.00 0.00 0.00 0.1982
H 5.121113 -2.844526 2.188690 -0.01 0.00 0.00 0.1948
N 1.278009 -1.272017 -1.743892 -0.05 -0.13 -0.17 -0.6902
N -2.618228 0.865189 0.320256 -0.02 0.13 -0.04 -0.4480
```
Forces are in eV/Å.



Among the records above, which one has the lowest net charge? C26H19Cl2N6O5Rb



The lowest molecular weight belongs to which entry? C26H18N4O2Pd